{"formula": "C24H113Li3N30O42", "method": "wB97M-V/def2-TZVPD", "e_tot_ev": -158053.55515, "lumo_ha": -0.065, "homo_ev": -8.48, "orbital_gap_ev": 6.7127, "species": ["Li", "Li", "Li", "C", "C", "C", "O", "C", "C", "C", "O", "O", "O", "H", "H", "C", "C", "C", "O", "H", "H", "H", "H", "H", "H", "H", "C", "O", "N", "N", "H", "H", "H", "H", "C", "O", "N", "N", "H", "H", "H", "H", "C", "O", "N", "N", "H", "H", "H", "H", "C", "O", "N", "N", "H", "H", "H", "H", "C", "O", "N", "N", "H", "H", "H", "H", "C", "O", "N", "N", "H", "H", "H", "H", "C", "O", "N", "N", "H", "H", "H", "H", "C", "O", "N", "N", "H", "H", "H", "H", "C", "O", "N", "N", "H", "H", "H", "H", "C", "O", "N", "N", "H", "H", "H", "H", "C", "O", "N", "N", "H", "H", "H", "H", "C", "O", "N", "N", "H", "H", "H", "H", "C", "O", "N", "N", "H", "H", "H", "H", "C", "O", "N", "N", "H", "H", "H", "H", "C", "O", "N", "N", "H", "H", "H", "H", "O", "H", "H", "O", "H", "H", "O", "H", "H", "O", "H", "H", "O", "H", "H", "O", "H", "H", "O", "H", "H", "O", "H", "H", "O", "H", "H", "O", "H", "H", "O", "H", "H", "O", "H", "H", "O", "H", "H", "O", "H", "H", "O", "H", "H", "O", "H", "H", "O", "H", "H", "O", "H", "H", "O", "H", "H", "O", "H", "H", "O", "H", "H", "O", "H", "H"], "positions_angstrom": [[-3.505554, 1.602619, 1.133471], [4.539281, -5.439290, -2.262181], [-5.399375, 3.865367, -1.391610], [-0.749272, -0.773046, -0.793845], [0.415235, -1.233863, -0.239499], [0.980256, -0.569632, 1.037179], [2.087956, -0.884242, 1.556720], [0.304408, 0.312234, 1.807678], [-0.963279, 0.801918, 1.329951], [-1.514294, 0.235472, -0.087333], [-2.580856, 0.597810, -0.411497], [-1.597600, 1.802622, 1.805468], [0.954361, -2.266238, -0.880624], [-1.193264, -1.215847, -1.673156], [0.734321, 0.705595, 2.716985], [-3.378898, 4.709570, 0.809089], [-4.593296, 3.904793, 1.236203], [-5.771239, 4.803546, 1.569115], [-4.835414, 2.841566, 0.331255], [-2.469238, 4.156384, 0.575412], [-3.042195, 5.366999, 1.610658], [-3.555459, 5.285803, -0.099137], [-4.362035, 3.445923, 2.197482], [-5.494313, 5.503393, 2.357538], [-6.661923, 4.265265, 1.893217], [-5.860595, 5.442258, 0.690392], [-4.587529, 2.321581, 4.708209], [-5.595866, 1.608135, 4.660697], [-4.533454, 3.545070, 4.994137], [-3.360072, 1.945958, 4.486256], [-5.333261, 4.003674, 5.406573], [-3.648298, 4.026308, 5.064929], [-3.162961, 0.956963, 4.430155], [-2.586426, 2.527276, 4.197055], [-0.266844, -3.332062, 4.869275], [-0.805224, -3.103904, 5.908223], [-0.982470, -3.936228, 3.961138], [1.022311, -3.138045, 4.613186], [-1.948695, -4.172724, 4.135993], [-0.510310, -4.040679, 3.074427], [1.248897, -3.350639, 3.652169], [1.536130, -2.549807, 5.253557], [1.702365, 7.309444, 0.980033], [1.880837, 8.418196, 1.397796], [0.741942, 6.587083, 1.382141], [2.514382, 6.689666, 0.207317], [0.132231, 6.919617, 2.115472], [0.623049, 5.641369, 1.048110], [3.262758, 7.267302, -0.148189], [2.270004, 5.874449, -0.336560], [-0.005001, -2.769612, -7.146879], [-0.624313, -3.509194, -7.877194], [1.114491, -2.157633, -7.392765], [-0.389086, -2.559750, -5.926913], [1.359967, -2.182157, -8.372170], [1.808757, -1.905554, -6.703894], [-1.185889, -3.106264, -5.632768], [-0.118145, -1.646772, -5.590521], [3.387834, -2.416951, -4.360046], [3.166091, -2.130760, -5.560030], [4.599162, -2.392390, -3.794286], [2.411968, -2.791176, -3.507751], [4.821776, -2.654741, -2.844708], [5.392293, -2.185873, -4.384537], [1.472738, -2.561033, -3.799254], [2.698092, -2.901737, -2.545458], [3.204103, 2.974549, 1.426310], [3.047893, 2.936197, 2.673224], [2.432174, 2.478443, 0.539045], [4.095906, 3.696625, 0.846087], [1.752635, 1.801253, 0.854841], [2.726331, 2.365105, -0.420498], [3.871613, 3.798711, -0.133382], [4.536952, 4.410933, 1.407657], [3.770515, -5.312674, 3.436877], [4.745557, -4.515580, 3.378537], [3.451653, -6.115877, 4.463602], [2.826280, -5.355764, 2.455034], [2.813837, -6.884393, 4.312995], [3.925838, -5.915278, 5.332516], [2.852733, -4.648310, 1.734680], [2.065544, -6.009023, 2.575998], [-0.361802, 4.269389, 3.997955], [-1.341888, 3.959328, 4.604235], [-0.038240, 3.683173, 2.892874], [0.450606, 5.186461, 4.314644], [-0.608695, 2.925028, 2.546618], [0.709733, 4.033913, 2.311821], [0.287063, 5.660707, 5.191254], [1.317257, 5.305659, 3.809859], [4.234246, 0.579007, -1.427303], [3.306482, 1.224801, -1.987957], [4.205190, -0.095352, -0.360325], [5.322112, 0.321282, -2.069103], [3.457890, -0.046894, 0.317388], [5.040900, -0.498337, 0.038783], [6.043287, -0.161475, -1.552431], [5.485666, 0.802430, -2.941934], [-3.815367, -4.505243, -5.230563], [-3.040701, -3.688534, -4.651043], [-4.373342, -5.542583, -4.703715], [-4.197241, -4.305155, -6.436474], [-4.973802, -6.054070, -5.334524], [-4.419530, -5.689415, -3.705514], [-3.998073, -3.453507, -6.941566], [-4.834019, -5.016525, -6.765985], [-4.666285, -2.073342, -1.572018], [-5.314013, -2.979891, -2.239587], [-5.081818, -0.891745, -1.441802], [-3.571953, -2.292003, -0.986388], [-4.719685, -0.207075, -0.793585], [-6.039575, -0.874248, -1.761930], [-2.964226, -1.526422, -0.732101], [-3.360363, -3.266630, -0.826900], [-0.756877, -5.244471, -2.546699], [-0.136061, -5.594401, -1.567956], [-1.351468, -5.969607, -3.450813], [-1.021752, -3.997932, -2.740827], [-1.930476, -5.536684, -4.156093], [-1.361767, -6.951636, -3.214983], [-1.266147, -3.637280, -3.652034], [-0.639336, -3.410292, -2.013821], [-1.212422, 1.509581, -6.353404], [-0.186461, 1.647460, -6.978622], [-2.305814, 1.094849, -6.882636], [-1.305576, 2.013013, -5.122391], [-2.341107, 0.591048, -7.757301], [-3.169041, 1.307822, -6.403490], [-0.419988, 2.309349, -4.737667], [-2.122641, 1.834137, -4.556250], [7.415477, -2.128926, 0.884632], [6.798278, -1.569291, 0.024658], [8.148439, -3.174237, 0.643732], [7.411832, -1.647833, 2.139156], [8.780471, -3.436073, 1.386752], [8.264102, -3.451035, -0.320692], [7.962954, -1.995533, 2.910824], [6.977390, -0.737854, 2.196688], [2.768785, 2.283381, 6.134449], [2.609427, 1.988449, 7.286557], [1.806529, 2.612145, 5.329482], [3.890707, 2.279189, 5.496687], [2.125311, 2.632852, 4.371329], [0.848540, 2.828199, 5.565454], [3.952983, 2.432731, 4.500376], [4.619000, 1.776198, 5.983199], [1.999607, -0.418980, 4.664395], [1.895941, 0.505614, 4.889331], [1.688055, -0.482723, 3.761565], [-6.209071, 2.377950, -3.321269], [-7.071882, 1.968592, -3.256330], [-6.116931, 2.597839, -4.248293], [-3.982975, 4.955726, -2.354368], [-3.851443, 5.621164, -3.029740], [-3.106813, 4.609704, -2.184539], [2.301290, 1.014978, -4.545448], [2.666160, 1.113293, -3.665992], [1.783488, 0.211096, -4.501950], [-0.271359, -3.964799, 1.082500], [0.262723, -3.298246, 0.650431], [-0.335418, -4.673273, 0.442028], [-4.197581, -1.019350, -5.530238], [-3.897777, -1.515301, -4.768411], [-3.748986, -1.424804, -6.272257], [-2.215297, -0.909414, 4.898674], [-1.486389, -0.311914, 4.731575], [-1.806369, -1.685836, 5.280992], [0.360004, -0.637124, -3.553347], [-0.020805, 0.182929, -3.239128], [0.432093, -1.183621, -2.770796], [3.870020, -2.002629, 6.029300], [3.547254, -1.349470, 5.408468], [4.683308, -2.323105, 5.639322], [5.542553, -3.967349, -1.223799], [6.491057, -3.848078, -1.175315], [5.198264, -3.451952, -0.494371], [0.814552, 2.983509, -3.264081], [1.631726, 2.494985, -3.363085], [1.054324, 3.891915, -3.447223], [3.787900, -3.084317, 0.706931], [4.299294, -3.061527, 1.515753], [3.335331, -2.241134, 0.685308], [5.637060, 0.130063, 4.181155], [6.333235, 0.268858, 4.823257], [5.908250, 0.641476, 3.418825], [-1.811265, 3.226442, -2.004298], [-0.957191, 2.809964, -2.119830], [-2.434868, 2.602037, -2.375068], [0.130227, 4.287309, -0.545671], [0.772357, 3.609214, -0.755650], [-0.682553, 3.980954, -0.947874], [-3.363850, -2.065225, 2.632543], [-2.816308, -1.555355, 3.229588], [-3.123575, -2.975603, 2.804889], [-3.453063, 1.525195, -3.215686], [-4.289177, 1.981633, -3.309575], [-3.533804, 1.043336, -2.392560], [-6.219262, -2.441722, 1.756351], [-6.591443, -1.822641, 2.384406], [-5.280518, -2.254774, 1.762608], [3.183524, 5.426260, 3.737256], [3.174680, 6.152009, 3.113210], [3.079367, 4.643409, 3.196402], [-7.428679, 1.423596, -0.029136], [-6.754252, 2.037177, 0.262251], [-7.751726, 1.021389, 0.777156], [2.830762, -5.056092, -0.821417], [1.927152, -4.912195, -1.102528], [3.064191, -4.258584, -0.346322], [-4.467011, 0.317078, 2.218350], [-4.260981, -0.566812, 2.522524], [-5.271756, 0.548901, 2.681897]], "forces_ev_per_a": [[-0.407, 0.283, -0.184], [-0.720, 0.688, 0.949], [0.495, -0.628, 0.498], [-0.767, 2.075, 1.635], [0.683, -2.165, -2.503], [1.571, -1.799, 0.881], [1.295, -1.252, -1.630], [-4.313, 2.207, -0.681], [0.759, 1.503, -0.242], [5.076, -2.389, 2.247], [-4.989, 2.016, -1.409], [0.136, -2.551, -1.008], [0.267, 2.114, 2.308], [0.038, -0.066, 0.023], [-0.037, 0.111, -0.081], [0.624, 0.525, 0.130], [0.675, -1.307, 0.610], [0.660, 0.384, -0.471], [-0.807, 0.950, -1.002], [-0.274, -0.731, 0.119], [-0.239, 0.394, 0.041], [-0.299, 0.335, 0.173], [0.406, -0.176, 0.495], [0.065, -0.094, 0.190], [-0.024, 0.032, -0.411], [-0.981, 0.172, -0.269], [-0.906, -3.856, -0.732], [-0.291, -0.157, -0.010], [-1.902, 7.738, 2.022], [3.597, -4.124, -1.364], [0.055, -0.054, -0.353], [-0.089, -0.163, 0.152], [-0.406, 0.129, -0.184], [-0.189, 0.518, 0.484], [0.403, -0.735, 0.752], [-1.233, 1.827, 4.045], [-0.470, -1.340, -3.487], [0.457, -0.175, -0.750], [0.540, 0.031, 0.017], [-1.047, -0.455, -0.621], [1.022, 0.493, 0.337], [0.333, -0.003, -0.447], [-0.183, 2.368, 1.576], [0.898, 2.996, 0.649], [-5.032, -3.550, 2.131], [4.772, -2.016, -4.139], [0.106, -0.026, -0.281], [-0.429, 0.176, -0.085], [-0.121, -0.188, -0.157], [-0.238, 0.256, 0.153], [-0.210, -1.377, -0.593], [-0.910, -1.106, -1.996], [2.493, 1.389, -3.069], [-1.203, 0.616, 3.937], [0.412, 0.122, 0.285], [-0.100, -0.081, 0.077], [-0.305, 0.726, 0.235], [-0.636, -0.252, 0.870], [-1.707, 0.510, -2.194], [1.000, -0.353, 2.120], [2.430, -0.177, -0.085], [0.195, -0.375, -0.005], [-0.375, 0.204, -0.108], [-0.320, 0.054, 0.006], [0.036, -0.318, 0.316], [-0.980, 0.290, 0.096], [-0.568, 0.567, 4.107], [0.179, -0.517, -0.955], [-4.037, -3.330, -1.858], [3.643, 2.466, -1.145], [-0.289, -0.127, 0.004], [0.036, -0.350, -0.309], [1.020, 0.887, 0.171], [0.207, 0.066, -0.503], [0.401, 2.127, -1.109], [-1.442, -1.277, 0.302], [0.912, -0.265, 0.774], [0.329, -0.274, -0.074], [0.183, 0.329, 0.590], [-0.208, -0.585, -0.086], [-0.192, -0.462, -0.020], [-0.093, 0.599, -0.469], [-0.661, -0.780, -1.302], [-3.536, -1.020, 2.686], [1.242, -2.065, -3.837], [2.574, 4.589, 2.389], [-0.162, 0.017, -0.193], [-0.220, -0.316, 0.215], [0.358, 0.028, -0.215], [0.074, 0.265, 0.711], [-2.455, 1.476, -3.944], [0.053, 0.493, 1.535], [-1.519, -1.975, 6.268], [3.853, 0.345, -2.631], [-0.468, 0.045, -0.092], [0.148, -0.099, -0.327], [0.337, 0.109, -0.659], [0.210, -0.234, 0.205], [2.701, 4.404, 2.496], [-0.461, -1.368, -0.377], [-1.102, -3.469, 1.930], [-1.285, 0.232, -4.212], [-0.093, -0.288, 0.942], [0.020, 0.156, -0.212], [0.079, -0.579, 0.034], [0.042, 0.921, -0.953], [-3.422, -5.840, -3.797], [1.362, 2.054, 1.683], [-3.633, 5.455, -0.819], [5.213, -2.367, 2.457], [-0.333, -0.317, 0.133], [-0.032, 1.004, 0.188], [-0.194, -0.617, 0.404], [0.665, 0.387, -0.156], [-0.608, 0.900, 0.123], [1.611, -1.872, 2.095], [-0.347, -3.804, -1.352], [0.472, 4.631, 0.238], [-0.010, -0.302, 0.274], [-0.259, 0.026, -0.758], [-0.393, 0.114, 0.501], [0.180, 0.497, -0.378], [2.871, 2.205, 0.045], [1.890, -0.717, -1.002], [-4.702, -1.789, -1.561], [-0.324, 0.319, 1.754], [0.250, 0.409, 0.249], [0.043, -0.637, -0.232], [-0.257, 0.113, 0.252], [0.442, -0.046, 0.194], [0.298, 1.366, 2.044], [-2.178, 1.473, -2.781], [1.730, -2.581, -0.016], [-0.089, 0.574, 0.668], [0.137, -0.588, -0.662], [0.491, 0.019, 0.523], [-0.276, 0.071, -0.215], [0.094, -0.412, 0.486], [-1.466, -0.169, 2.243], [0.161, -0.456, 2.420], [-3.343, 0.707, -3.285], [5.089, -0.533, -0.988], [-1.103, 0.569, -0.220], [0.378, -0.202, 0.293], [0.146, -0.137, 0.274], [0.031, 0.191, -0.431], [0.063, -0.280, 0.148], [-0.089, 0.512, 0.339], [0.189, -0.299, -0.468], [0.325, 0.562, 0.320], [-0.269, -0.345, 0.293], [-0.035, 0.132, -0.375], [-0.903, 0.001, -0.142], [-0.185, 0.178, -0.186], [0.845, -0.469, 0.256], [0.372, 0.684, -0.618], [0.582, -0.510, 0.478], [-0.267, -0.290, 0.003], [-0.195, -0.195, 0.911], [0.329, 0.229, -0.534], [-0.009, -0.381, -0.567], [-0.454, 0.479, -0.265], [0.105, -0.424, 0.340], [0.312, 0.026, -0.005], [-0.556, 0.692, -0.870], [0.374, 0.214, 0.135], [0.391, -0.822, 0.811], [-0.116, -0.229, -0.576], [-0.186, 0.324, -0.032], [0.245, -0.240, 0.558], [0.214, -0.412, 0.417], [-0.385, 0.533, -0.327], [0.146, -0.179, -0.145], [0.362, -1.059, -1.279], [0.087, 0.106, -0.084], [-0.867, 0.490, 0.856], [-0.397, 0.332, 0.727], [0.227, -0.537, -0.467], [-0.125, 0.354, -0.089], [0.769, -0.303, -0.457], [0.275, -0.350, 0.883], [-1.051, 0.877, 0.087], [0.005, -0.334, -0.206], [0.181, 0.039, 0.328], [-0.116, 0.394, -0.131], [0.268, 0.814, 0.476], [0.507, -0.160, -0.660], [-0.704, -0.644, -0.411], [0.838, 0.556, 0.585], [0.164, -0.240, -0.053], [-0.636, 0.187, 0.108], [-0.351, -0.361, -0.809], [0.597, 0.335, 0.969], [-0.007, -0.137, -0.097], [0.330, 0.268, -0.127], [-0.588, -0.119, -0.005], [-0.130, -0.705, 0.477], [-0.367, -0.235, -0.220], [-0.096, 0.101, 0.186], [0.396, 0.039, 0.019], [0.181, 0.725, 0.167], [0.095, 0.543, -0.155], [0.184, -0.977, -0.112], [-0.535, -0.206, -0.500], [1.023, 0.384, 0.261], [-0.123, -0.167, 0.129], [0.913, -0.755, -1.130], [-0.991, -0.261, -0.306], [0.201, 0.542, 0.575], [-0.027, 0.265, -0.723], [0.174, -0.473, -0.025], [-0.265, 0.552, 0.543]]}